Record 1
Entry from the OMol25 dataset: a gas-phase ion, C11H25N4 (charge +1) at a distorted geometry (ωB97M-V/def2-TZVPD).

Last column: natural (NBO) charge in e.
Cartesian coordinates (Å):
1 C 0.513 1.363 -1.309  -0.66
2 C 0.405 0.057 -0.516  0.05
3 C 0.218 -1.108 -1.560  -0.25
4 N 1.443 -1.234 -2.415  -0.85
5 C -0.889 0.184 0.497  -0.21
6 C -2.104 1.001 -0.094  -0.43
7 C -3.238 1.099 0.962  -0.39
8 C -3.641 -0.261 1.653  -0.42
9 C -2.425 -1.090 2.085  -0.39
10 C -1.332 -1.174 0.951  -0.43
11 C 1.764 -0.212 0.542  0.13
12 N 1.896 0.816 1.485  -0.84
13 N 2.969 -0.438 -0.355  -0.57
14 C 4.174 0.067 -0.184  0.38
15 N 4.983 0.093 -1.225  -0.76
16 H 1.499 1.592 -1.649  0.21
17 H 0.201 2.122 -0.500  0.23
18 H -0.172 1.250 -2.121  0.22
19 H 0.121 -1.976 -0.947  0.21
20 H -0.602 -0.842 -2.155  0.20
21 H 1.497 -2.161 -2.736  0.39
22 H 1.397 -0.582 -3.143  0.38
23 H -0.672 0.723 1.436  0.23
24 H -2.357 0.457 -1.009  0.19
25 H -2.003 2.083 -0.271  0.22
26 H -4.142 1.575 0.407  0.22
27 H -2.994 1.740 1.868  0.20
28 H -4.294 0.071 2.478  0.22
29 H -4.294 -0.765 1.002  0.20
30 H -1.880 -0.670 2.924  0.20
31 H -2.779 -2.145 2.495  0.22
32 H -0.476 -1.568 1.423  0.20
33 H -1.813 -1.784 0.252  0.21
34 H 1.601 -1.102 1.000  0.19
35 H 1.727 1.674 1.164  0.37
36 H 2.610 0.756 2.281  0.39
37 H 2.632 -0.644 -1.337  0.44
38 H 4.344 0.517 0.857  0.23
39 H 5.889 0.539 -1.369  0.44
40 H 4.823 -0.600 -2.008  0.42

Total charge ... +1
Lowest unoccupied orbital energy ... -0.1041 Eh
Orbital gap ... 9.875 eV
E_HOMO ... -12.7 eV

***

Record 2
Entry from the OMol25 dataset: 3 unconnected molecules or ions with the total composition C11H26Cl2INO2Si at a distorted geometry (ωB97M-V/def2-TZVPD).

Last column: natural (NBO) charge in e.
Cartesian coordinates (Å):
1 C -3.060 0.909 2.215  -0.67
2 C -2.392 1.852 1.239  0.02
3 Cl -3.232 3.364 1.070  0.01
4 C -1.208 1.636 0.610  -0.56
5 Cl -0.438 2.882 -0.318  0.02
6 Si -0.220 0.061 0.825  1.35
7 N 0.919 0.118 2.126  -1.28
8 I 1.022 -0.356 -1.241  -0.22
9 H -2.693 1.101 3.232  0.23
10 H -4.137 1.087 2.220  0.24
11 H -2.891 -0.131 1.942  0.24
12 H -1.086 -1.105 1.040  -0.18
13 H 0.454 -0.031 3.014  0.39
14 H 1.417 0.999 2.190  0.40
15 C -6.275 -1.422 -1.266  -0.64
16 C -5.314 -0.278 -0.998  -0.06
17 O -3.963 -0.681 -0.838  -0.55
18 C -3.400 -1.338 -1.960  -0.07
19 C -3.397 -0.501 -3.226  -0.65
20 H -6.218 -2.166 -0.470  0.21
21 H -7.296 -1.041 -1.312  0.22
22 H -6.066 -1.920 -2.213  0.21
23 H -5.574 0.206 -0.058  0.18
24 H -5.398 0.484 -1.780  0.16
25 H -3.900 -2.298 -2.131  0.16
26 H -2.370 -1.563 -1.677  0.19
27 H -4.405 -0.268 -3.570  0.20
28 H -2.893 -1.046 -4.024  0.22
29 H -2.866 0.438 -3.060  0.22
30 C 4.556 -1.330 0.623  -0.65
31 C 4.512 0.181 0.751  -0.06
32 O 5.512 0.729 1.593  -0.54
33 C 6.849 0.485 1.202  -0.06
34 C 7.211 1.036 -0.167  -0.64
35 H 4.486 -1.799 1.606  0.21
36 H 3.709 -1.658 0.021  0.22
37 H 5.470 -1.681 0.140  0.20
38 H 3.570 0.477 1.214  0.19
39 H 4.539 0.649 -0.240  0.16
40 H 7.078 -0.586 1.252  0.16
41 H 7.452 0.975 1.967  0.19
42 H 6.647 0.554 -0.966  0.20
43 H 8.270 0.868 -0.363  0.21
44 H 7.016 2.108 -0.211  0.21

ΔE to the lowest compared entry with this formula, charge and spin ... 0.0 kcal per mole
Lowest unoccupied orbital energy ... 0.0174 Eh
Orbital gap ... 9.708 eV
E_HOMO ... -9.2 eV

***

Record 3
Entry from the OMol25 dataset: a molecular structure, C11H26CrN6O2SSe4 at a distorted geometry (ωB97M-V/def2-TZVPD).

Last column: natural (NBO) charge in e.
Cartesian coordinates (Å):
1 Cr -0.327 0.077 -0.696  0.27
2 Se 1.862 0.112 -0.321  -0.15
3 Se 0.833 3.830 -1.987  -0.10
4 Se -0.828 3.005 -3.166  0.13
5 Se -0.781 0.646 -2.939  -0.19
6 N -0.966 -0.299 1.531  -0.78
7 C -0.311 0.871 2.121  -0.19
8 C -0.920 1.341 3.453  -0.40
9 C -0.205 2.530 4.114  -0.41
10 C 1.278 2.303 4.405  -0.23
11 N 2.051 2.489 3.183  -0.59
12 C 3.348 2.316 3.056  0.68
13 N 3.919 2.449 1.856  -0.77
14 N 4.104 2.014 4.122  -0.78
15 C -0.330 1.955 1.031  0.82
16 O 0.323 2.981 1.191  -0.66
17 O -1.043 1.689 -0.013  -0.67
18 H -1.976 -0.195 1.575  0.39
19 H -0.730 -1.153 2.023  0.40
20 H 0.736 0.604 2.269  0.23
21 H -0.905 0.486 4.135  0.21
22 H -1.962 1.628 3.285  0.22
23 H -0.705 2.751 5.058  0.23
24 H -0.298 3.410 3.478  0.24
25 H 1.438 1.292 4.797  0.20
26 H 1.609 3.019 5.164  0.21
27 H 1.510 2.813 2.360  0.46
28 H 3.350 2.408 1.020  0.44
29 H 4.894 2.236 1.737  0.41
30 H 3.718 2.083 5.047  0.42
31 H 5.103 1.945 4.036  0.42
32 C 1.166 -2.592 -3.067  -0.41
33 N -0.231 -2.542 -3.481  -0.40
34 C -0.422 -2.279 -4.903  -0.42
35 C -1.216 -2.481 -2.589  0.44
36 S -0.850 -2.155 -0.913  -0.11
37 N -2.490 -2.705 -2.932  -0.41
38 C -2.859 -3.599 -4.025  -0.41
39 C -3.590 -2.402 -2.026  -0.41
40 H 1.741 -3.058 -3.865  0.22
41 H 1.270 -3.173 -2.155  0.23
42 H 1.566 -1.590 -2.892  0.23
43 H 0.330 -1.553 -5.212  0.23
44 H -1.396 -1.836 -5.090  0.23
45 H -0.295 -3.186 -5.496  0.21
46 H -1.984 -4.115 -4.408  0.22
47 H -3.353 -3.059 -4.833  0.22
48 H -3.549 -4.346 -3.631  0.22
49 H -3.395 -1.483 -1.483  0.23
50 H -3.740 -3.208 -1.305  0.21
51 H -4.495 -2.269 -2.616  0.22

Total charge ... +1
Spin multiplicity ... 2
ΔE to the lowest compared entry with this formula, charge and spin ... 13.2 kcal per mole
Lowest unoccupied orbital energy (alpha / beta) ... -0.1286 / -0.1224 Eh
Orbital gap (alpha / beta) ... 5.962 / 6.570 eV
E_HOMO (alpha / beta) ... -9.5 / -9.9 eV
Expectation value of S² ... 0.761

***

Record 4
Entry from the OMol25 dataset: a molecular structure, C11H26F6N3O4P2SbScTe at a distorted geometry (ωB97M-V/def2-TZVPD).

Last column: natural (NBO) charge in e.
Cartesian coordinates (Å):
1 Sc 0.698 -0.056 0.848  1.76
2 C 2.298 -2.461 -0.783  -0.25
3 O 1.550 -1.445 -0.113  -0.85
4 H 3.028 -1.904 -1.443  0.18
5 H 1.674 -3.073 -1.459  0.19
6 H 2.862 -3.121 -0.122  0.20
7 F -0.329 -1.580 2.302  -0.67
8 Sb -0.452 -0.209 3.838  3.16
9 F 0.477 -1.368 4.983  -0.62
10 F 1.204 0.156 2.989  -0.65
11 F -2.190 -0.685 4.266  -0.64
12 F -0.982 0.840 2.273  -0.67
13 F -0.523 1.290 4.974  -0.62
14 C 4.394 -0.486 1.942  -0.65
15 C 4.182 0.946 1.465  -0.03
16 O 2.741 1.082 0.907  -0.89
17 P 2.341 2.189 -0.158  1.99
18 O 0.870 1.734 -0.377  -1.11
19 Te 2.636 4.493 0.421  0.26
20 O 3.319 1.877 -1.373  -0.84
21 C 4.029 2.686 -2.373  -0.03
22 C 5.470 2.293 -2.578  -0.63
23 H 5.423 -0.502 2.242  0.26
24 H 4.153 -1.241 1.224  0.23
25 H 3.769 -0.710 2.862  0.24
26 H 4.747 1.377 0.645  0.21
27 H 4.124 1.624 2.339  0.22
28 H 4.085 3.719 -2.043  0.18
29 H 3.427 2.602 -3.247  0.21
30 H 5.883 2.312 -1.615  0.21
31 H 5.780 2.859 -3.424  0.25
32 H 5.565 1.284 -2.961  0.23
33 C -4.262 -2.308 -0.807  -0.05
34 N -4.472 -1.252 0.344  -0.40
35 C -5.178 -0.012 -0.273  -0.04
36 N -4.397 0.493 -1.360  -0.43
37 C -4.256 -0.546 -2.378  -0.09
38 N -3.565 -1.755 -1.888  -0.41
39 C -2.178 -1.480 -1.501  -0.50
40 P -2.014 -0.148 -0.199  0.78
41 C -3.162 -0.831 1.036  -0.56
42 C -3.150 1.112 -0.954  -0.50
43 H -5.218 -2.652 -1.185  0.24
44 H -3.691 -3.113 -0.363  0.23
45 H -4.997 -1.658 1.132  0.45
46 H -5.260 0.684 0.562  0.23
47 H -6.137 -0.402 -0.647  0.24
48 H -3.649 -0.109 -3.186  0.23
49 H -5.165 -0.856 -2.852  0.24
50 H -1.641 -1.125 -2.309  0.24
51 H -1.638 -2.366 -1.114  0.25
52 H -3.468 -0.085 1.753  0.26
53 H -2.653 -1.617 1.621  0.29
54 H -2.673 1.669 -1.755  0.26
55 H -3.429 1.835 -0.129  0.25

Total charge ... +2
Spin multiplicity ... 2
ΔE to the lowest compared entry with this formula, charge and spin ... 15.3 kcal per mole
Lowest unoccupied orbital energy (alpha / beta) ... -0.2193 / -0.3067 Eh
Orbital gap (alpha / beta) ... 9.030 / 6.339 eV
E_HOMO (alpha / beta) ... -15.0 / -14.7 eV
Expectation value of S² ... 0.753